# 1
54
Properties=species:S:1:pos:R:3 method="wB97M-V/def2-TZVPD" de_lowest_kcal_mol=56.92 smiles="COc1cc(/C=N/NC(=O)COc2ccc(Cl)cc2)ccc1OS(=O)(=O)c1ccc(C)cc1"
C -3.3769 -1.4160 2.7126
O -2.5099 -0.6224 1.9239
C -1.9559 -1.1454 0.7973
C -0.7309 -0.6101 0.4175
C -0.0627 -1.0566 -0.7196
C 1.2009 -0.4693 -1.1103
N 1.7017 0.5094 -0.4734
N 2.8717 1.0259 -0.8742
C 3.4575 2.0758 -0.2322
O 2.9941 2.6577 0.7154
C 4.7941 2.4720 -0.8763
O 5.4468 1.4226 -1.5538
C 6.0175 0.4235 -0.8098
C 5.8686 0.2746 0.5639
C 6.4841 -0.7825 1.2135
C 7.2421 -1.6902 0.4952
Cl 8.0067 -3.0078 1.3122
C 7.3913 -1.5536 -0.8774
C 6.7803 -0.5001 -1.5242
C -0.6235 -2.0851 -1.4789
C -1.8487 -2.6112 -1.1265
C -2.5308 -2.1421 -0.0106
O -3.7972 -2.6185 0.2547
S -4.9709 -2.0565 -0.7364
O -6.1727 -2.6521 -0.2574
O -4.5725 -2.2666 -2.0927
C -4.9087 -0.3269 -0.3385
C -5.7292 0.1668 0.6540
C -5.5832 1.4846 1.0526
C -4.6144 2.2969 0.4723
C -4.4196 3.7077 0.9298
C -3.8088 1.7750 -0.5369
C -3.9528 0.4622 -0.9468
H -4.3959 -1.4289 2.3197
H -3.0127 -2.4425 2.7911
H -3.3730 -0.9493 3.6978
H -0.2959 0.1742 1.0147
H 1.7026 -0.9042 -1.9853
H 3.3545 0.6198 -1.6817
H 5.4341 2.9229 -0.1094
H 4.5905 3.2277 -1.6422
H 5.2735 0.9635 1.1420
H 6.3683 -0.8974 2.2793
H 7.9823 -2.2652 -1.4315
H 6.8846 -0.3697 -2.5896
H -0.1112 -2.4566 -2.3532
H -2.3238 -3.3709 -1.7256
H -6.4700 -0.4854 1.0896
H -6.2202 1.8826 1.8284
H -5.2529 4.0408 1.5424
H -3.5072 3.7779 1.5212
H -4.3149 4.3771 0.0788
H -3.0571 2.4000 -0.9947
H -3.3436 0.0419 -1.7312

=====

# 2
50
Properties=species:S:1:pos:R:3 method="wB97M-V/def2-TZVPD" de_lowest_kcal_mol=60.16
C 4.7365 -0.6958 3.1645
C 3.9553 0.0846 2.1392
O 2.5819 0.1962 2.5672
C 1.8158 0.9260 1.7068
C 0.4025 0.7803 2.0510
S -0.6679 2.1032 1.8832
C -2.1836 1.2469 2.4149
C -2.7481 0.3168 1.5429
C -3.8812 -0.4034 1.9360
C -4.4267 -0.2221 3.2131
C -3.8424 0.7014 4.0920
C -2.7226 1.4396 3.6989
O -0.5176 3.1391 2.8894
O -0.8214 2.5002 0.4961
O 2.2977 1.5614 0.7832
H 5.7604 -0.8505 2.8123
H 4.7958 -0.1604 4.1129
H 4.2940 -1.6767 3.3451
H 4.3971 1.0817 2.0076
H 3.9863 -0.4448 1.1739
H 0.2376 0.3922 3.0455
H -2.3018 0.1609 0.5585
H -4.3430 -1.1024 1.2334
H -5.3048 -0.7963 3.5164
H -4.2616 0.8597 5.0849
H -2.2750 2.1616 4.3870
F -2.8193 -1.0028 -5.4291
C -2.5236 -0.2502 -4.3106
C -3.3472 0.8416 -4.0559
C -3.0320 1.6190 -2.9355
C -1.9176 1.3377 -2.1530
C -1.0648 0.2278 -2.4137
C 0.1189 0.0270 -1.6391
C 1.2260 -0.7802 -2.0404
C 2.1681 -1.1758 -1.0471
C 3.1718 -2.0939 -1.3212
C 3.3147 -2.6324 -2.6104
C 2.4595 -2.1860 -3.6309
C 1.4771 -1.2357 -3.3709
C -1.4501 -0.6140 -3.5092
H -4.2002 1.0796 -4.6869
H -3.6593 2.4635 -2.6588
H -1.6532 1.9894 -1.3239
H 0.2439 0.6220 -0.7328
H 2.0551 -0.7557 -0.0530
H 3.8388 -2.4066 -0.5153
H 4.0821 -3.3817 -2.8176
H 2.5727 -2.6082 -4.6360
H 0.8910 -0.8501 -4.2131
H -0.9155 -1.5339 -3.7519

=====

# 3
55
Properties=species:S:1:pos:R:3 method="wB97M-V/def2-TZVPD" s2=6.012 e_tot_ha=-2782.2052 total_charge=+1 spin_multiplicity=5
Fe 0.1323 0.2903 -0.4114
C -1.4008 0.2649 2.3158
N -0.5233 -0.6819 1.6308
C -1.1818 -1.9619 1.3474
C -0.5619 -2.6668 0.1620
C -0.6025 -4.0440 0.0221
C -0.0940 -4.6096 -1.1356
C 0.4406 -3.7829 -2.1119
C 0.4518 -2.4181 -1.8900
N -0.0392 -1.8730 -0.7715
C 0.7268 -0.8553 2.3979
C 1.9748 -1.0153 1.5606
C 3.0329 -1.7964 1.9929
C 4.1967 -1.8259 1.2396
C 4.2667 -1.0751 0.0780
C 3.1586 -0.3344 -0.2933
N 2.0382 -0.3025 0.4318
C -0.8983 1.6858 2.1493
C -1.4148 2.7256 2.9106
C -0.9696 4.0146 2.6681
C -0.0086 4.2227 1.6881
C 0.4653 3.1291 0.9899
N 0.0264 1.8854 1.2101
H -1.5020 0.0353 3.3845
H -2.4013 0.1824 1.8840
H -2.2273 -1.7608 1.1012
H -1.1789 -2.6187 2.2251
H -1.0285 -4.6576 0.8045
H -0.1156 -5.6821 -1.2738
H 0.8431 -4.1834 -3.0309
H 0.8495 -1.7250 -2.6202
H 0.6378 -1.6959 3.0948
H 0.8745 0.0413 3.0041
H 2.9441 -2.3743 2.9029
H 5.0354 -2.4321 1.5543
H 5.1531 -1.0688 -0.5392
H 3.1513 0.2433 -1.2101
H -2.1481 2.5228 3.6808
H -1.3603 4.8450 3.2404
H 0.3707 5.2106 1.4710
H 1.2202 3.2412 0.2211
O -2.6186 2.6347 -5.0551
C -3.2576 3.0600 -3.9780
O -4.1674 3.8438 -4.0215
C -2.8446 2.4790 -2.6644
C -3.5230 2.7349 -1.4944
N -2.8796 2.0811 -0.5120
N -1.8205 1.3941 -0.9710
C -1.7873 1.6384 -2.2761
C -0.6436 1.0600 -3.0545
O -0.6748 1.0576 -4.2741
O 0.3167 0.6127 -2.3199
H -1.8813 2.0195 -4.8291
H -4.3955 3.3419 -1.3228
H -3.1130 2.0618 0.4657

=====

# 4
52
Properties=species:S:1:pos:R:3 method="wB97M-V/def2-TZVPD" s2=0.760 e_tot_ha=-2750.0161 total_charge=+2 spin_multiplicity=2
Ir -0.3001 0.4091 -0.0296
S -2.3998 -0.2087 -0.8446
C -1.9595 -0.6766 -2.4929
C -2.9286 -1.3354 -3.2489
C -2.6382 -1.7742 -4.5295
C -1.3810 -1.5578 -5.0812
C -0.4137 -0.8816 -4.3541
C -0.6977 -0.4640 -3.0615
S 0.4735 0.5433 -2.1769
C 1.9664 -0.4794 -1.8665
C 2.5240 -0.2084 -0.4854
C 3.8438 -0.4942 -0.1849
C 4.2755 -0.3816 1.1277
C 3.3828 0.0084 2.1156
C 2.0827 0.3145 1.7590
C 1.0569 0.7787 2.7522
S -0.6661 0.3730 2.2813
C -0.7686 -1.3571 2.6734
C -0.9806 -1.7169 3.9986
C -1.0901 -3.0570 4.3323
C -1.0135 -4.0257 3.3373
C -0.8303 -3.6627 2.0143
C -0.6997 -2.3170 1.6687
S -0.4968 -1.9197 -0.0287
N 1.6876 0.2301 0.4776
H -3.9070 -1.5105 -2.8200
H -3.3980 -2.2887 -5.1014
H -1.1586 -1.8995 -6.0823
H 0.5536 -0.6755 -4.7953
H 2.7106 -0.2671 -2.6322
H 1.6680 -1.5268 -1.9390
H 4.5160 -0.8248 -0.9644
H 5.3004 -0.6143 1.3834
H 3.6916 0.0765 3.1493
H 1.0709 1.8683 2.8442
H 1.2413 0.3599 3.7402
H -1.0706 -0.9537 4.7621
H -1.2513 -3.3435 5.3620
H -1.1111 -5.0717 3.5935
H -0.7892 -4.4183 1.2403
C -2.5893 3.2292 -0.6917
C -1.1820 3.4421 -0.2691
N -0.2410 2.5417 -0.0004
C 0.9029 3.2448 0.3524
C 0.6394 4.5702 0.3162
N -0.6693 4.6709 -0.0797
H -2.6657 2.4049 -1.3943
H -2.9704 4.1253 -1.1789
H -3.2267 3.0083 0.1658
H 1.8334 2.7556 0.5798
H 1.2539 5.4284 0.5204
H -1.1810 5.5290 -0.2142

=====

# 5
57
Properties=species:S:1:pos:R:3 method="wB97M-V/def2-TZVPD" e_tot_ha=-2085.5291 total_charge=-1
Na 10.6444 11.7578 11.3444
C 5.1398 10.2499 13.0950
C 6.1517 10.3231 14.0473
C 6.9767 11.4245 14.1048
C 6.7416 12.4720 13.2260
C 5.7460 12.4256 12.2747
C 4.8982 11.3214 12.2207
H 4.5097 9.3612 13.0766
H 6.2905 9.4972 14.6486
H 7.7921 11.4615 14.7422
H 7.3679 13.3276 13.2597
H 5.6469 13.2039 11.5374
H 4.1344 11.2568 11.4552
N 11.1655 14.9064 7.8337
C 10.5526 13.6072 7.4756
C 10.3824 12.7562 8.7193
O 11.3880 12.8040 9.4974
O 9.3701 12.0327 8.8325
H 11.2702 15.4585 7.0223
H 12.0529 14.7073 8.2542
H 11.2637 12.9641 6.9726
H 9.6139 13.6879 6.9230
O 12.1800 10.3362 14.2114
C 11.1048 9.9677 13.6938
O 10.1972 10.6930 13.2275
C 10.8403 8.4365 13.5070
C 9.5563 7.9472 13.3947
C 9.3218 6.6069 13.3937
C 10.3174 5.6738 13.4120
C 11.6106 6.1604 13.5164
C 11.9030 7.5014 13.5835
N 12.6974 5.1592 13.6629
O 13.7855 5.6346 13.9653
O 12.4078 4.0080 13.5654
N 7.9772 6.1471 13.5790
O 7.1356 6.9893 13.8003
O 7.7569 4.9345 13.4880
H 8.6560 8.6202 13.2992
H 10.1594 4.5710 13.4440
H 12.9225 7.8718 13.7575
C 7.7938 9.6203 6.2137
Te 9.5106 9.3809 7.4753
C 9.4883 7.3668 6.5709
C 8.0192 7.1248 6.3482
C 7.4471 5.8499 6.3441
C 6.0768 5.7540 6.2796
C 5.2446 6.8652 6.3351
C 5.8047 8.1174 6.3324
C 7.1796 8.2692 6.2695
H 8.0878 9.8811 5.2132
H 7.1480 10.4281 6.6179
H 9.8880 6.6110 7.2190
H 10.0104 7.4347 5.6029
H 8.0653 5.0091 6.4537
H 5.6851 4.7487 6.3137
H 4.2038 6.7083 6.3374
H 5.1138 8.9440 6.3240

=====

# 6
54
Properties=species:S:1:pos:R:3 method="wB97M-V/def2-TZVPD" de_lowest_kcal_mol=242.23
C -4.8923 2.7359 1.4449
C -4.0287 2.8003 2.5466
C -2.7812 2.1885 2.4733
C -2.3881 1.5058 1.3209
C -1.0122 0.8417 1.3441
C 0.0813 1.8922 1.1384
C 1.1826 1.8910 2.0003
C 2.1811 2.8476 1.8678
C 2.0999 3.8064 0.8534
C 0.9715 3.8513 0.0334
C -0.0373 2.8949 0.1649
C -0.9171 -0.3854 0.4031
C -1.8460 -1.5288 0.8500
C -1.0079 -2.8106 0.7872
C 0.4454 -2.3633 0.8910
N 0.4443 -0.9851 0.3495
C -3.2290 1.4874 0.1934
C -4.4810 2.1213 0.2636
H -5.8661 3.2209 1.5186
H -4.3061 3.3060 3.4698
H -2.0832 2.2110 3.3091
H -0.8685 0.4261 2.3594
H 1.2343 1.1447 2.7996
H 3.0392 2.8176 2.5400
H 2.8982 4.5412 0.7346
H 0.8627 4.6291 -0.7284
H -0.9418 2.9335 -0.4435
H -1.1932 -0.0918 -0.6262
H -2.1767 -1.3309 1.8825
H -2.7338 -1.5684 0.2067
H -1.2913 -3.5088 1.5803
H -1.1374 -3.2928 -0.1899
H 0.7893 -2.3416 1.9331
H 1.1549 -2.9643 0.3282
H 1.1963 -0.4021 0.7412
H -2.9313 1.0001 -0.7368
H -5.1482 2.1193 -0.6072
O 2.6388 -4.4992 -4.8666
N 3.2642 -3.9605 -3.9331
O 4.4887 -4.1701 -3.7271
C 2.6263 -3.0605 -2.9977
C 3.3549 -2.4725 -1.9534
C 2.8221 -1.3869 -1.2299
N 3.6051 -0.7914 -0.1872
O 4.7770 -1.1515 -0.0136
O 3.0614 0.0908 0.5359
C 1.4380 -0.8976 -1.3494
C 0.6752 -1.6356 -2.3271
N -0.5845 -1.3426 -2.6869
O -0.7391 -2.1520 -3.8785
N 0.3709 -2.9256 -4.1517
C 1.2282 -2.6862 -3.1160
H 4.3675 -2.8181 -1.7445
H 1.3225 0.2197 -1.3705

=====

# 7
47
Properties=species:S:1:pos:R:3 method="wB97M-V/def2-TZVPD" e_tot_ha=-1417.1424 smiles=COc1ccc(S[C@H](c2ccccc2)c2cn(C)c3ccccc23)cc1
C 4.9746 -4.8167 0.9983
O 5.3402 -3.4681 0.5986
C 4.3252 -2.6608 0.1518
C 4.6338 -1.3023 -0.1014
C 3.7689 -0.4947 -0.8158
C 2.4708 -0.9780 -1.1815
S 1.0747 -0.0972 -1.8064
C -0.4850 -0.1743 -0.6041
C -1.9297 -0.7869 -0.6330
C -2.6898 -0.9155 0.5616
C -3.8872 -1.6680 0.6180
C -4.3846 -2.2958 -0.5285
C -3.6873 -2.0886 -1.7165
C -2.5008 -1.3393 -1.7703
C -0.5785 1.2867 -0.2506
C 0.5145 2.1160 -0.1654
N 0.1402 3.3625 0.2932
C 1.0515 4.4751 0.4319
C -1.2292 3.3993 0.5242
C -1.9680 4.4476 1.0521
C -3.3481 4.2368 1.2251
C -3.9200 3.0379 0.8038
C -3.1444 2.0155 0.2091
C -1.7517 2.1258 0.1299
C 2.2003 -2.3328 -0.9880
C 3.0548 -3.1416 -0.2500
H 5.8429 -5.1577 1.5622
H 4.0719 -4.8170 1.6306
H 4.8008 -5.4538 0.1168
H 5.6187 -0.9858 0.2373
H 4.0751 0.5239 -1.0262
H 0.1262 -0.7832 0.1240
H -2.3626 -0.4388 1.4880
H -4.4034 -1.8163 1.5755
H -5.2883 -2.9238 -0.4764
H -4.0405 -2.6031 -2.6034
H -1.9364 -1.2470 -2.6920
H 1.5508 1.9616 -0.4434
H 0.5893 5.2232 1.1008
H 2.0027 4.1291 0.8538
H 1.2740 4.9503 -0.5407
H -1.4513 5.3726 1.3192
H -3.9454 5.0219 1.6787
H -4.9881 2.8812 0.9353
H -3.6455 1.1322 -0.1869
H 1.2725 -2.7278 -1.3787
H 2.7911 -4.1844 -0.0607

=====

# 8
60
Properties=species:S:1:pos:R:3 method="wB97M-V/def2-TZVPD" de_lowest_kcal_mol=11.65 total_charge=-1
Au 0.1767 -0.3209 0.2313
C -0.6982 3.5214 0.3700
C -1.7275 2.4811 0.6299
N -1.5993 1.1787 0.4636
C -2.8455 0.6258 0.7030
C -3.7141 1.6208 1.0561
N -2.9858 2.7806 1.0006
C -5.1478 1.7216 1.4435
O -5.8205 0.6131 1.5083
O -5.6035 2.8305 1.6805
C -3.1375 -0.8434 0.5221
O -4.3092 -1.2085 0.8555
O -2.2415 -1.5378 0.0447
H 0.2877 3.0749 0.4035
H -0.7471 4.3165 1.1154
H -0.8543 3.9664 -0.6160
H -3.3866 3.6814 1.2070
H -5.1834 -0.2251 1.2512
N -0.1213 -1.1765 -10.8283
C -0.0069 -0.8140 -9.7440
C 0.1347 -0.3550 -8.3853
C 0.4126 0.9832 -8.1309
C 0.5482 1.4269 -6.8286
C 0.4168 0.5354 -5.7682
C 0.1428 -0.8061 -6.0238
C -0.0026 -1.2462 -7.3257
N 0.5605 0.9894 -4.4441
C 1.1541 2.1697 -4.0186
C 1.0840 2.1523 -2.6634
N 0.4600 1.0017 -2.2331
C 0.1641 0.3349 -3.3039
H 0.5137 1.6788 -8.9526
H 0.7385 2.4733 -6.6418
H 0.0595 -1.5153 -5.2135
H -0.2135 -2.2884 -7.5215
H 1.5901 2.8762 -4.7010
H 1.4614 2.8814 -1.9645
H -0.3544 -0.6114 -3.3075
F 2.7773 0.1110 1.6398
C 1.4902 0.6051 1.6596
F 1.6726 1.9775 1.5084
C 1.0362 0.4474 3.1147
F 1.8845 1.0320 3.9862
F -0.1647 1.0094 3.3053
F 0.9538 -0.8424 3.4539
C 3.0500 -1.4203 -1.2722
C 2.3937 -2.5116 -0.4260
C 3.3502 -2.9332 0.7030
C 2.1314 -3.7386 -1.3169
C 1.0390 -2.1041 0.0872
H 3.9929 -1.7798 -1.6996
H 3.2564 -0.5324 -0.6738
H 2.3870 -1.1251 -2.0888
H 4.3032 -3.2890 0.2948
H 2.9102 -3.7404 1.2942
H 3.5538 -2.0974 1.3715
H 3.0780 -4.1315 -1.7029
H 1.4900 -3.4729 -2.1595
H 1.6339 -4.5332 -0.7557
H 0.6521 -2.8165 0.8240